Formula: C4H7NO
Source: OMol25
Level of theory: ωB97M-V/def2-TZVPD

XYZ file:
```
13
Properties=species:S:1:pos:R:3:forces:R:3:nbo_charge:R:1
O 1.9692 -1.9639 -0.0364 0.1322 0.6095 -0.3416 -0.5810
C 1.6033 -0.9045 -0.5012 0.1067 -0.2142 0.1158 0.5381
N 1.2582 0.1980 0.2561 0.0420 -0.4142 0.1554 -0.6330
C -0.0047 0.8403 -0.0262 -0.1776 0.1344 -0.0708 -0.0735
C -1.1547 0.4250 0.8555 -0.0493 0.0275 0.1425 -0.4224
C -1.1281 -0.0073 -0.5784 -0.0417 -0.0589 -0.1455 -0.4273
H 1.5342 -0.7026 -1.5897 -0.1231 -0.2220 0.2230 0.1140
H 1.4061 0.0152 1.2427 -0.0200 0.0122 -0.0759 0.3864
H 0.0560 1.8791 -0.3439 -0.0601 -0.1995 0.0801 0.2078
H -0.9218 -0.3349 1.5999 -0.0776 0.1673 -0.1459 0.2194
H -1.8793 1.1656 1.1801 0.1581 -0.0635 -0.1364 0.2232
H -1.8266 0.4441 -1.2770 0.1647 0.0014 0.1447 0.2244
H -0.9119 -1.0541 -0.7814 -0.0543 0.2202 0.0546 0.2240
```
Positions in Å, forces in eV/Å.

HOMO-LUMO gap (eV): 10.98
SMILES string: O=CNC1CC1
2S+1: 1

Formula: C6H7NO
Source: OMol25
Level of theory: ωB97M-V/def2-TZVPD

XYZ file:
```
15
Properties=species:S:1:pos:R:3:forces:R:3:nbo_charge:R:1
C 0.9284 0.4193 0.4195 -0.7889 -1.6758 3.9496 -0.1020
C 0.2072 1.6093 0.1155 -1.3198 2.4812 -1.9986 -0.1736
C -1.1574 1.2898 -0.1546 3.3203 0.9545 2.1745 -0.2365
C -1.4871 -0.1814 -0.1124 0.4340 -0.6882 -0.5942 0.0007
C -0.4548 -1.4050 -0.2550 0.2870 1.7488 -0.4677 0.0762
C 1.0424 -0.8627 -0.4601 -5.6324 -1.1178 -2.9877 -0.1013
H 2.5835 -0.7361 1.0377 -1.4603 1.1459 -2.3901 0.3553
H 0.6617 0.0033 1.4958 -0.7716 1.1694 -2.0820 0.1834
H 0.8436 2.6450 0.0630 -2.2803 -2.3436 0.0192 0.2327
H -2.0044 2.0504 -0.1719 1.3524 -1.2051 -0.4048 0.2335
H -2.4940 -0.2617 -0.4697 -0.4292 -0.8522 -0.3113 0.1866
H -0.7048 -2.1865 -1.0046 -0.2398 0.1918 1.0875 0.1985
H 1.1783 -0.9203 -1.5822 -0.4064 0.5819 1.0565 0.1895
N 2.0702 -0.2852 0.1632 7.5357 -0.5575 3.4838 -0.5613
O -1.2127 -1.1782 0.9157 0.3996 0.1666 -0.5346 -0.4817
```
Positions in Å, forces in eV/Å.

HOMO-LUMO gap (eV): 9.54
SMILES string: C1=C[C@@H]2O[C@@H]2[C@@H]2N[C@@H]12
2S+1: 1

Formula: H2N2O3S
Source: OMol25
Level of theory: ωB97M-V/def2-TZVPD

XYZ file:
```
8
Properties=species:S:1:pos:R:3:forces:R:3:nbo_charge:R:1
N 2.1489 0.2762 -0.2082 4.4986 1.4612 0.2871 -0.7934
N -1.6434 -0.0469 0.0281 1.4890 1.6218 -1.6281 0.7340
O -0.5463 0.5077 -0.5646 -2.8285 1.8152 -1.3084 -0.5520
O -2.6567 0.4421 -0.2723 -2.6207 0.6661 -0.2553 -0.3194
O -1.3977 -0.9429 0.7609 -0.2910 -2.3823 1.8894 -0.4168
S 0.8485 -0.4082 0.0508 -0.1508 -4.5889 0.8608 0.9103
H 2.6936 0.1253 -1.0256 0.1172 0.4628 -0.9609 0.3888
H 0.5531 0.0469 1.2309 -0.2137 0.9442 1.1152 0.0484
```
Positions in Å, forces in eV/Å.

⟨S²⟩: 2.010
HOMO-LUMO gap (spin up / spin down) (eV): 6.62 / 8.25
2S+1: 3

Formula: C4H3NaO
Source: OMol25
Level of theory: ωB97M-V/def2-TZVPD

XYZ file:
```
9
Properties=species:S:1:pos:R:3:forces:R:3:nbo_charge:R:1
O -0.4639 -0.2317 0.9278 0.0683 0.0097 -0.3448 -0.5422
C 0.1084 -0.1320 -0.1323 -0.0297 0.0155 0.0475 0.4140
C -0.2691 0.9379 -1.1083 0.0533 0.0554 -0.5549 -0.1192
C 0.3149 0.9958 -2.3028 -0.3057 -0.0291 0.6987 -0.3712
C 0.8870 0.9914 -3.4536 0.0366 -0.0051 -0.0344 0.2221
H 0.9127 -0.8249 -0.4445 -0.1532 0.1759 0.0763 0.1626
H -1.0749 1.6198 -0.8140 0.2933 -0.1783 -0.0195 0.2454
Na -0.8128 -1.3371 2.8994 0.3903 -0.2144 0.5491 0.7269
H 0.3977 -2.0191 4.4284 -0.3532 0.1703 -0.4179 -0.7383
```
Positions in Å, forces in eV/Å.

HOMO-LUMO gap (spin up / spin down) (eV): 3.04 / 3.04
2S+1: 1

Formula: C5H4
Source: OMol25
Level of theory: ωB97M-V/def2-TZVPD

XYZ file:
```
9
Properties=species:S:1:pos:R:3:forces:R:3:nbo_charge:R:1
C -2.7599 0.1117 0.0263 -3.0608 -0.8047 -0.5274 -0.2867
C -3.8676 -0.2668 -0.3787 0.7008 0.5872 0.0917 0.2534
C -1.5555 0.3110 0.5496 2.8255 -1.1940 -0.9839 -0.2346
C -0.4413 -0.2425 -0.3780 -1.0067 2.3425 2.7433 -0.1892
C 0.8202 -0.4915 -0.0269 -2.0028 0.0463 -3.4611 -0.3768
H -1.4992 0.7030 1.5598 0.5714 -0.0966 -0.1533 0.2288
H -0.7510 -0.0954 -1.3723 -0.1937 -0.5223 -1.3153 0.2003
H 1.4763 -0.6782 -0.8603 0.6665 -0.2651 0.4632 0.2106
H 1.0117 -0.4558 0.9586 1.4997 -0.0933 3.1428 0.1942
```
Positions in Å, forces in eV/Å.

⟨S²⟩: 2.070
HOMO-LUMO gap (spin up / spin down) (eV): 9.27 / 7.16
2S+1: 3

Q: 2S+1 of number 5 (C5H4)?
A: 3